{"formula": "C23H36BrFN5O4P", "method": "ωB97M-V/def2-TZVPD", "de_lowest_ev": 3.848, "max_force_ev_per_a": 8.77, "energy_ev": -122116.732, "total_charge": 0, "e_lumo_ev": 0.0, "species": ["Br", "P", "F", "O", "O", "O", "O", "N", "N", "N", "N", "N", "C", "C", "C", "C", "C", "C", "C", "C", "C", "C", "C", "C", "C", "C", "C", "C", "C", "C", "C", "C", "C", "C", "C", "H", "H", "H", "H", "H", "H", "H", "H", "H", "H", "H", "H", "H", "H", "H", "H", "H", "H", "H", "H", "H", "H", "H", "H", "H", "H", "H", "H", "H", "H", "H", "H", "H", "H", "H", "H"], "coordinates": [[-0.4833, -1.9868, 3.1997], [-1.0066, 0.8274, 5.6609], [-4.5202, 0.3755, 2.1296], [-1.5866, 2.2421, 6.5441], [0.7186, 0.4468, 2.9689], [-0.8837, 3.4957, 3.3575], [4.1431, 0.2617, 2.6395], [0.3025, 4.1697, -0.6899], [-1.9387, 1.8562, 1.6213], [0.1754, -1.1723, -6.6031], [-0.2319, -3.9408, -1.2457], [-1.9872, -0.5269, 6.3747], [-4.1150, -0.1411, 0.8013], [-2.5497, -0.6171, 0.6881], [1.6127, 3.8709, -0.4202], [1.2998, 3.8320, -2.6476], [-0.6509, -0.0479, 2.7300], [-1.5139, 0.8812, 3.8207], [-0.5032, 0.0185, -6.6084], [6.6403, 0.1544, 3.3818], [-1.4642, 0.4078, 1.3778], [-1.3819, -1.3283, -8.1815], [0.0839, -2.6811, -0.8076], [0.1624, -1.8554, -1.9068], [-1.4743, -0.0493, -7.5823], [2.2549, 3.6527, -1.6186], [5.3133, -0.6544, 2.8196], [1.6355, 0.0966, 1.8735], [3.0091, -0.6718, 2.3312], [0.1037, 4.1535, -2.0460], [-5.0518, -1.4985, 0.5272], [-0.1219, -2.6436, -3.0474], [-0.3645, -3.9264, -2.6099], [-1.3777, 2.3130, 2.9840], [-0.3569, -2.0018, -7.5556], [5.6239, -1.2087, 1.8368], [-2.3040, -0.6700, -0.4791], [-2.6631, -0.7894, 5.6185], [0.2268, -2.4810, 0.2459], [0.3976, -0.7991, -1.8889], [1.1333, -0.5520, 1.0210], [0.0389, -2.9971, -7.7069], [1.9746, 1.1252, 1.3780], [7.1126, -0.4134, 4.3035], [-1.2813, 2.4097, 0.9954], [0.9476, -1.4032, -5.9914], [2.8004, -1.4238, 3.2039], [-6.1963, -1.3063, 0.7152], [6.2898, 1.2040, 3.7801], [-4.8477, -1.9366, -0.5643], [4.9823, -1.4717, 3.6035], [1.9745, 3.8377, 0.5987], [-2.6015, 2.1511, 6.4647], [-0.6181, -4.8281, -3.1511], [-4.4302, 0.6765, -0.0039], [7.4443, 0.3560, 2.5505], [-2.4935, -1.7239, 1.0717], [-1.9973, -1.7165, -8.9828], [-4.6771, -2.3429, 1.2705], [3.2988, 3.3937, -1.7387], [-0.3496, -4.7536, -0.6548], [-1.3160, -1.3098, 6.5449], [-0.8697, 4.3702, -2.4656], [-2.1744, 0.7369, -7.8333], [-0.2366, 0.8107, -5.9216], [-2.6564, 0.6280, 3.8666], [-0.4065, 4.3715, 0.0031], [3.3824, -1.2795, 1.3737], [-0.7187, 0.5967, 0.4647], [1.4667, 3.7376, -3.7128], [-0.1475, -2.3111, -4.0771]], "atomic_forces_ev_per_a": [[-0.7, 0.7, -0.5], [1.7, 0.3, 2.1], [1.2, -1.0, -2.3], [-2.4, -2.8, -2.5], [-1.5, -1.1, -2.6], [-3.4, -7.5, -2.9], [-0.2, -3.0, -0.2], [-0.1, -0.1, 0.0], [3.7, 1.4, 1.5], [0.0, 0.0, 0.0], [0.0, 0.1, 0.0], [0.4, 1.1, -2.4], [-1.3, -1.1, -0.8], [-0.9, 0.3, -0.1], [0.1, -0.1, 0.1], [-0.4, 0.1, -0.1], [-0.3, 2.3, 2.2], [-1.3, 0.8, -0.4], [0.0, 0.1, 0.0], [-0.7, 0.5, 0.3], [1.6, -0.2, -2.2], [0.2, -0.4, 0.0], [0.1, 0.1, 0.0], [0.0, 0.0, 0.4], [0.1, 0.3, 0.3], [0.1, 0.0, 0.4], [0.8, 0.0, 0.9], [1.7, 0.7, -1.2], [-0.1, -0.1, -1.1], [-0.1, -0.1, -0.1], [0.8, -0.2, 0.3], [-0.1, -0.4, -0.2], [0.0, 0.0, -0.1], [1.0, 2.5, 1.5], [0.0, -0.1, -0.1], [-0.9, 1.1, 1.6], [-0.6, 0.2, 2.6], [0.6, -0.3, 1.2], [0.0, -0.1, -0.1], [0.0, -0.1, 0.0], [0.9, 1.2, 2.0], [-0.1, 0.2, 0.0], [-0.7, -2.2, 1.0], [-0.9, 1.1, -2.1], [-1.6, -0.5, 0.5], [-0.3, 0.1, -0.3], [0.4, 1.5, -1.5], [2.4, -0.2, -0.5], [0.6, -2.1, -0.8], [-0.6, 1.2, 2.3], [0.8, 1.5, -1.5], [0.0, 0.0, -0.2], [2.0, 0.7, 0.5], [0.1, 0.2, 0.1], [1.0, -1.6, 2.0], [-1.6, -0.6, 1.6], [0.2, 2.3, -0.4], [0.1, 0.1, 0.1], [-0.9, 1.8, -1.4], [-0.2, 0.1, 0.0], [0.0, 0.3, -0.2], [-0.9, 0.9, -0.3], [0.2, 0.0, 0.0], [0.1, -0.1, 0.1], [-0.1, -0.1, -0.1], [1.9, 0.3, -1.0], [0.3, 0.1, -0.2], [-1.0, 1.1, 2.0], [-1.1, -0.9, 2.2], [0.0, 0.0, 0.2], [-0.1, -0.1, 0.2]], "mulliken_charge": [-0.1500, 0.1765, -0.3353, -0.4636, -0.1793, -0.5992, -0.3032, -0.0285, -0.3095, -0.0168, 0.0132, -0.7031, 0.3780, -0.9928, -0.5819, -0.4057, -0.4997, -0.0144, -0.4956, -0.8570, 0.8483, -0.3782, -0.5225, -0.2705, -0.4338, -0.4165, -0.1761, 0.3938, -0.4758, -0.5672, -1.0566, -0.4642, -0.7388, 0.2617, -0.5084, 0.2606, 0.2550, 0.3291, 0.3755, 0.6080, -0.1817, 0.3601, -0.0150, 0.2681, 0.1636, 0.2585, 0.2659, 0.3230, 0.2501, 0.2869, 0.2300, 0.4945, 0.3181, 0.3928, 0.2310, 0.2457, 0.3260, 0.3882, 0.2670, 0.4142, 0.1945, 0.3099, 0.3994, 0.3865, 0.4421, 0.2819, 0.2861, 0.2716, 0.2956, 0.4336, 0.4566]}